An isolated molecule of C8H12N2O2. Source: the Open Molecules 2025 dataset; level of theory: wB97M-V/def2-TZVPD.

Element x y z (Å)
C  0.9501  2.5357  -0.0835
C  0.2837  1.2365  -0.2602
C  -0.8862  1.1085  -0.9643
C  -1.5094  -0.1491  -1.1405
C  -1.1711  -1.2172  -0.3355
N  -1.7486  -2.5814  -0.4970
O  -2.8513  -2.7568  -0.8856
O  -1.0623  -3.4353  0.0499
C  -0.2438  -1.0403  0.8018
N  -1.0803  -0.5234  1.8536
C  0.9199  0.0548  0.4201
C  2.0362  -0.3834  -0.4324
H  1.7696  2.3992  0.5317
H  0.2226  3.0320  0.5078
H  1.0220  3.1447  -1.0238
H  -0.9821  1.9633  -1.5414
H  -2.0529  -0.4009  -2.0230
H  0.3525  -1.8758  1.1665
H  -1.5314  0.3144  1.5520
H  -0.6060  -0.2671  2.7649
H  1.2645  0.3535  1.5468
H  1.5928  -0.6290  -1.5101
H  2.5343  -1.2703  -0.0936
H  2.7774  0.3873  -0.4037

Force components x, y, z for each atom (eV/Å):
C -1.7407 0.5811 -1.9398
C -1.3219 -1.3891 -0.0358
C 3.2096 -0.0979 1.5245
C 0.7204 -3.2926 0.8569
C -0.3792 0.9714 -1.9802
N 2.0299 0.9251 2.5875
O -1.8472 0.0468 -1.5845
O 0.0719 -0.5202 -0.6463
C 2.2461 2.1047 0.2594
N 0.3253 0.0006 2.5303
C -2.4450 -0.0478 3.3718
C -0.6397 -1.1837 -2.4222
H 2.1882 0.2625 0.6258
H -0.5425 1.0994 0.8039
H 0.5434 -0.6217 0.9076
H -1.4992 1.3109 -1.3482
H -0.8976 0.2355 -0.3052
H -0.6645 -0.3962 -0.3667
H -0.4538 0.5289 -0.2819
H -0.3848 -0.6951 -1.5855
H -0.4489 -0.4461 -2.6110
H 1.2757 0.7386 2.0481
H 0.0992 -0.6669 0.3371
H 0.5554 0.5518 -0.7457

Properties
E ... -571.8501 hartree
Relative energy (zero: lowest compared OMol25 entry of this formula, charge and spin) ... 140.13 kcal per mole

C8H12N2O2 as an isolated structure. Source: the Open Molecules 2025 dataset; level of theory: wB97M-V/def2-TZVPD.

Element x y z (Å)
C  2.7868  -0.9361  2.1946
C  1.0852  -0.7513  0.5257
C  0.0728  1.3133  -0.0611
C  0.1149  2.6617  0.2870
C  -0.7903  0.7581  -0.9200
C  -3.2852  1.0314  -1.4025
C  -0.0185  -1.3215  -0.0378
C  -0.1342  -2.8017  -0.3729
H  3.9879  -0.3328  1.9722
H  2.2270  -0.2925  3.1147
H  3.3673  -1.8784  2.6371
H  -0.9521  2.9759  0.7033
H  1.0365  2.8047  0.9161
H  0.1571  3.0653  -0.8511
H  -3.4436  -0.3186  -1.8865
H  -4.0973  1.0333  -0.2972
H  -3.6261  2.0297  -2.1537
H  0.4910  -3.1962  -1.2577
H  -0.1239  -3.5890  0.6089
H  -0.9930  -2.4933  -1.0915
N  1.0785  0.5726  0.6438
N  -0.9799  -0.6480  -0.6197
O  1.9392  -1.4977  1.0272
O  -1.6528  1.6224  -1.5098

Force components x, y, z for each atom (eV/Å):
C 3.5750 -0.0779 1.7216
C -3.2016 5.9187 -1.0169
C 4.0798 -3.8822 2.6385
C -1.2280 4.0333 -1.8898
C -1.1896 -3.6593 2.8905
C -1.4667 0.5977 -1.8059
C -0.8598 -2.1239 -2.2520
C -0.8046 -1.0133 -0.1847
H -4.3210 -1.1573 -0.2989
H 1.1245 -1.9601 -3.2149
H -2.2008 1.6289 -0.8598
H 2.4321 -0.2214 -0.5865
H -1.3335 0.6151 -0.6602
H 0.2146 0.5689 2.8921
H 0.9555 4.8380 1.3408
H 3.5549 0.2906 -3.0408
H 0.4610 -3.7074 2.1738
H 0.2426 0.7714 1.9656
H -0.5243 2.1106 -3.1454
H -0.2249 -2.4512 1.7804
N -1.0937 0.0909 -1.1446
N -0.1532 3.7842 -2.8684
O 6.0124 -1.7627 4.8970
O -4.0506 -3.2317 0.6685

Properties
E ... -571.6550 hartree
Relative energy (zero: lowest compared OMol25 entry of this formula, charge and spin) ... 262.53 kcal per mole

A 2-piece molecular cluster, C8H12N2O2S2 overall. Source: the Open Molecules 2025 dataset; level of theory: wB97M-V/def2-TZVPD.

Element x y z (Å)
C  -1.4274  -2.7260  -0.8160
C  -1.7800  -2.5712  0.4606
C  -1.0518  -0.6027  -0.6871
C  0.8306  1.0034  -0.7327
C  2.9598  1.5864  2.0011
C  -0.6733  1.6605  -2.6695
C  2.0092  0.5979  1.2785
C  -0.3402  1.5886  -1.2794
N  -1.0078  -1.6194  -1.4775
N  -2.2881  -3.3794  1.4855
O  1.7147  0.5871  -1.3785
O  0.8953  1.1554  0.6189
S  -1.4506  -0.9263  0.9508
S  -1.3350  2.5028  -0.2518
H  -1.6449  -3.5647  -1.3714
H  3.6624  1.1484  2.7317
H  3.4456  2.1399  1.2517
H  2.3327  2.2206  2.5962
H  -0.0169  2.2823  -3.3262
H  -0.5822  0.5527  -3.1066
H  -1.6619  1.9634  -2.6660
H  1.7265  -0.1977  1.9210
H  2.6412  0.0781  0.4274
H  -3.2083  -2.9425  1.7822
H  -2.4188  -4.3200  1.3022
H  -1.3310  1.7823  0.9549

Force components x, y, z for each atom (eV/Å):
C -0.5125 -0.0388 0.1542
C 0.1023 0.5339 1.6683
C 1.3305 1.3259 -1.5161
C 0.4040 1.0572 1.7118
C -1.6920 -0.9087 0.4316
C 2.2079 -2.6682 -2.8609
C 3.4979 -1.4865 -2.1509
C -1.9234 -2.9870 2.2267
N 0.2140 2.4040 0.4340
N -1.6299 2.8889 0.8693
O 2.4359 -1.4444 -2.0719
O -0.1375 0.3857 0.8952
S -0.1555 -0.0590 -0.2340
S -1.5177 0.9719 1.8412
H -0.1230 -1.9808 -1.0378
H -0.2673 -0.3046 -0.7672
H 0.9066 0.9449 -0.6710
H -0.2691 0.7756 0.3074
H -0.4251 -0.2751 0.7517
H -0.2550 2.3280 0.7788
H -1.9967 0.6460 -0.8986
H -0.8342 -0.5635 0.7070
H -1.1180 0.8688 1.7584
H 1.5216 -1.0815 -0.2330
H -0.1588 -2.0880 -0.7183
H 0.3953 0.7553 -1.3759

Properties
E ... -1368.2544 hartree
Relative energy (zero: lowest compared OMol25 entry of this formula, charge and spin) ... 92.12 kcal per mole

A 2-piece molecular cluster, C8H12N2O2S2 overall. Source: the Open Molecules 2025 dataset; level of theory: wB97M-V/def2-TZVPD.

Element x y z (Å)
C  -1.3907  0.0659  3.2948
N  -1.5786  0.4049  2.0963
S  -1.0452  1.9117  1.5628
O  -0.2447  2.4947  2.6057
O  -2.1768  2.6833  1.1415
C  -0.1088  1.3781  0.1437
C  -0.9877  0.8447  -0.8429
C  -0.3799  0.2310  -1.8677
C  0.9977  0.1537  -2.0135
C  1.5408  -0.6722  -3.1274
C  1.7332  0.8067  -1.1622
C  1.2248  1.4743  -0.0469
H  -0.7554  0.6864  3.9084
H  -1.5559  -0.9433  3.5725
H  -1.9887  0.8105  -0.6730
H  -0.9606  -0.2832  -2.6618
H  1.7345  -1.5752  -2.5465
H  0.7164  -0.9795  -3.7549
H  2.3236  -0.3596  -3.7094
H  2.7890  0.8131  -1.4547
H  1.9151  2.0039  0.7038
N  -0.9592  -2.3163  1.0121
S  0.6118  -2.8863  0.5615
H  -1.0181  -1.3899  0.6113
H  -1.8139  -2.8504  0.9280
H  1.3774  -2.5070  1.7182

Force components x, y, z for each atom (eV/Å):
C 1.7604 0.7636 -0.8269
N -1.0110 -0.2600 -0.9530
S 0.3677 1.0504 1.2136
O 0.7476 -0.0758 -0.2696
O -0.1429 -0.6202 -0.4102
C -2.6009 0.3996 0.2670
C 3.3678 0.1403 1.2496
C -1.1869 -1.5594 -2.3274
C -2.3615 -0.6695 -2.7091
C -2.5556 -1.7863 1.9782
C 3.8130 2.0596 1.6387
C 1.9591 0.5733 1.5421
H -0.1853 0.3677 0.6896
H -0.7913 -0.8178 0.3592
H -2.7521 0.1205 0.2666
H 0.0842 0.4772 0.6879
H 0.8214 -0.4786 -0.5452
H -0.1443 0.1122 -0.4700
H 2.0860 0.9874 -0.9749
H -0.0277 0.3079 0.8692
H -1.2695 -0.9347 -1.2339
N 1.3366 0.8790 -0.0292
S -0.0007 0.1192 1.3430
H -0.7007 -0.1462 0.1818
H 0.6307 -0.4744 -0.2343
H -1.2440 -0.5350 -1.3028

Properties
E ... -1368.3000 hartree
Relative energy (zero: lowest compared OMol25 entry of this formula, charge and spin) ... 63.50 kcal per mole

A 2-piece molecular cluster, C8H12N2S2 overall. Source: the Open Molecules 2025 dataset; level of theory: wB97M-V/def2-TZVPD.

Element x y z (Å)
C  1.6616  2.5810  -2.0103
C  0.3375  2.6664  -1.6471
C  2.3541  1.3629  -1.7213
C  -0.2236  1.6256  -0.9506
C  0.3423  0.3803  -0.7714
C  -0.9532  -3.2683  0.7277
C  -1.8385  -2.1627  1.3750
C  -0.0441  -0.1402  2.0269
N  1.6849  0.3528  -1.1008
N  0.7083  0.6585  2.5724
S  -1.9472  1.7841  -0.4814
S  -1.0071  -1.5223  2.8756
H  2.2660  3.1312  -2.7643
H  -0.2651  3.5154  -1.9533
H  3.3557  1.3476  -2.2419
H  -0.8253  -4.1657  1.4107
H  -1.3304  -3.5657  -0.3115
H  0.0892  -2.8464  0.5640
H  -2.8037  -2.4781  1.7809
H  -2.0642  -1.2940  0.6801
H  -0.3497  0.0712  1.0087
H  2.2104  -0.4104  -0.8271
H  1.1409  0.3220  3.4832
H  -2.4988  2.0547  -1.7240

Force components x, y, z for each atom (eV/Å):
C 2.5977 -2.7253 -1.0957
C 0.1379 0.8655 -0.1223
C -0.8434 2.2558 -1.0838
C -1.3945 0.3580 -0.9392
C 1.4811 -0.9157 0.2271
C 0.3490 0.0092 -0.6590
C 0.3580 0.4012 -0.2822
C -2.7940 -1.7338 0.7627
N -0.6995 2.9380 -0.9946
N 3.2905 0.5044 2.0849
S -0.6668 0.1404 -0.5777
S 0.9555 1.1810 -1.2200
H -1.1290 0.5048 0.9412
H 0.0689 0.0718 0.2387
H -0.9419 -0.9884 1.3788
H -0.3675 1.0309 -0.9058
H 0.3450 0.1869 1.5240
H -1.2548 -0.4072 0.1962
H 0.1118 -0.4287 -0.4008
H 0.4929 -1.0496 0.7379
H -0.4580 -0.5865 -0.0036
H 0.9370 -2.0912 0.3275
H -1.1691 0.6898 -1.0164
H 0.5932 -0.2113 0.8819

Properties
E ... -1217.7750 hartree
Relative energy (zero: lowest compared OMol25 entry of this formula, charge and spin) ... 77.13 kcal per mole

An isolated ion of composition C8H12N3 and charge +1. Source: the Open Molecules 2025 dataset; level of theory: wB97M-V/def2-TZVPD.

Element x y z (Å)
C  1.7491  -1.0566  -1.5754
C  0.8320  -0.9663  -0.3493
C  -0.5474  -1.2368  -0.8575
C  -1.5828  -0.3459  -0.8854
C  -1.3074  0.9156  -0.3593
C  -1.2657  2.1839  -1.0987
N  -0.8331  0.9288  0.8407
C  -0.9217  0.4673  1.9988
N  -0.0530  -0.2756  2.6905
N  1.0971  -0.7489  2.1904
C  1.4285  -0.6212  0.8005
H  1.7789  -2.0272  -1.9570
H  2.6962  -0.6824  -1.2641
H  1.4240  -0.5309  -2.4264
H  -0.6651  -2.0829  -1.5532
H  -2.2524  -0.4486  -1.6950
H  -0.9796  2.9912  -0.5231
H  -2.2346  2.5408  -1.5225
H  -0.5347  2.1137  -1.8591
H  -1.9178  0.6733  2.4666
H  -0.3362  -0.6941  3.5637
H  1.9030  -0.6729  2.7969
H  2.5227  -0.4243  0.5777

Force components x, y, z for each atom (eV/Å):
C -0.4505 0.7572 1.5438
C -1.0758 -0.5977 -1.3969
C -0.1103 0.2658 0.6100
C 1.4436 -1.4670 -1.0110
C 0.5240 1.5067 2.2968
C -1.9876 -0.0361 -1.2475
N 0.4583 1.1764 -1.9798
C -1.6868 -1.1639 2.4375
N -1.7290 1.0606 0.1210
N 2.0766 -0.4621 -2.4185
C 1.3702 -0.6890 0.2799
H 0.4568 -1.9685 -0.1227
H 0.9734 -0.0308 -0.2681
H -0.6318 1.3326 -0.8474
H 0.3203 0.2599 0.5091
H -1.1106 -0.1937 -0.4726
H 0.7626 1.3922 1.7384
H 0.5454 -0.8875 -0.0347
H 0.5820 -0.2092 -1.2501
H 1.0743 -0.4726 0.2635
H -0.2200 0.1989 0.0006
H -0.2533 0.4216 0.0201
H -1.3316 -0.1939 1.2286

Properties
E ... -475.9304 hartree
Charge ... +1
Relative energy (zero: lowest compared OMol25 entry of this formula, charge and spin) ... 94.17 kcal per mole